# 1
{"formula": "C6H11N", "method": "wB97M-V/def2-TZVPD", "elements": ["C", "C", "C", "N", "C", "C", "C", "H", "H", "H", "H", "H", "H", "H", "H", "H", "H", "H"], "xyz": [[-1.770, 1.765, -2.838], [-1.480, 0.723, -2.066], [-0.635, 0.936, -0.853], [-0.666, -0.277, 0.031], [0.488, -0.597, 0.731], [0.734, -1.355, 1.801], [2.080, -1.439, 2.427], [-1.426, 2.777, -2.659], [-2.392, 1.719, -3.724], [-1.782, -0.292, -2.280], [0.419, 0.897, -1.142], [-0.834, 1.840, -0.280], [-1.531, -0.335, 0.540], [1.362, -0.121, 0.288], [-0.019, -1.925, 2.342], [2.820, -0.971, 1.760], [2.129, -0.906, 3.378], [2.505, -2.440, 2.543]], "lowdin_charge": [-0.011, -0.166, -0.208, -0.050, -0.194, -0.183, -0.142, 0.058, 0.048, 0.099, 0.110, 0.120, 0.119, 0.107, 0.093, 0.068, 0.067, 0.066], "charge": 0, "e_homo_ev": -7.80, "mol_weight_g_mol": 97.16, "relative_energy_kj_mol": 174.1, "smiles": "C=CCN/C=C/C", "homo_lumo_gap_ev": 8.98, "total_energy_ev": -7888.7273}

***

# 2
{"formula": "C6H11N", "method": "wB97M-V/def2-TZVPD", "elements": ["C", "C", "C", "N", "H", "H", "H", "H", "H", "C", "C", "C", "H", "H", "H", "H", "H", "H"], "xyz": [[3.407, 0.164, 0.895], [2.193, -0.557, 1.419], [1.000, -0.025, 1.545], [-0.115, 0.458, 1.734], [3.860, -0.364, 0.048], [3.158, 1.178, 0.570], [4.168, 0.243, 1.680], [2.294, -1.580, 1.769], [-0.735, 0.286, 0.937], [-0.839, -0.441, -1.397], [-1.807, 0.451, -1.191], [-3.259, 0.133, -0.991], [-1.031, -1.512, -1.384], [0.185, -0.129, -1.591], [-1.551, 1.511, -1.192], [-3.651, 0.574, -0.067], [-3.838, 0.558, -1.819], [-3.439, -0.947, -0.966]], "lowdin_charge": [-0.119, -0.176, -0.213, 0.142, 0.066, 0.072, 0.068, 0.099, 0.022, -0.031, -0.266, -0.112, 0.066, 0.058, 0.101, 0.074, 0.074, 0.074], "charge": 0, "e_homo_ev": -8.55, "mol_weight_g_mol": 97.16, "relative_energy_kj_mol": 204.0, "smiles": "CC=C=N.C=CC", "homo_lumo_gap_ev": 9.56, "total_energy_ev": -7888.4174}